Formula: CH3NOS
Source: the Open Molecules 2025 dataset
Level of theory: wB97M-V/def2-TZVPD

Properties
total charge	0
orbital gap (alpha / beta)	9.226 / 7.169	eV
F_max	5.322	eV Å⁻¹
spin multiplicity	1
highest occupied orbital energy (alpha / beta)	-9.444 / -9.296	eV

Each line ends with the Löwdin charge.
Geometry (Å):
S  -0.90590  -1.40467  -1.68787  0.6588
O  0.87097  0.72902  0.92417  -0.1322
N  0.54469  0.23639  -0.27883  -0.1349
C  -0.23430  -0.79518  -0.32418  -0.7124
H  -0.59355  -1.13569  0.55945  0.0335
H  0.99727  0.67593  -1.03752  0.1368
H  -0.67918  1.69420  1.84478  0.1505

---

Formula: C3H6CoF3O
Source: the Open Molecules 2025 dataset
Level of theory: wB97M-V/def2-TZVPD

Properties
total charge	0
orbital gap (alpha / beta)	7.211 / 7.707	eV
⟨S²⟩	6.0044
F_max	1.382	eV Å⁻¹
spin multiplicity	5
highest occupied orbital energy (alpha / beta)	-6.989 / -9.392	eV

Each line ends with the Löwdin charge.
Geometry (Å):
Co  -1.88201  0.10657  1.72091  0.6308
F  -1.84519  1.06112  -1.59201  0.0241
F  -1.41758  -0.98611  -2.24656  0.1099
F  -0.23728  0.60849  -3.06271  0.1020
O  0.89191  -0.38983  0.33736  -0.3572
C  -0.83136  0.17975  -1.93726  -0.4424
C  1.39332  0.69307  1.06112  -0.1584
C  -0.21620  -1.04445  0.96419  -0.3649
H  2.20609  1.14689  0.47841  0.0949
H  1.78034  0.37246  2.04461  0.0907
H  -0.09901  0.25149  -1.11999  0.1246
H  0.61702  1.46486  1.23175  0.0640
H  0.20096  -1.61342  1.82365  0.0414
H  -0.56102  -1.85090  0.29655  0.0406

---

Formula: C3H6N2O
Source: the Open Molecules 2025 dataset
Level of theory: wB97M-V/def2-TZVPD

Properties
total charge	0
orbital gap	10.275	eV
structure (SMILES)	C/N=C(\N)C=O
F_max	2.937	eV Å⁻¹
spin multiplicity	1
highest occupied orbital energy	-9.533	eV

Each line ends with the Löwdin charge.
Geometry (Å):
O  1.70554  -1.31040  -2.30013  0.0546
N  -0.77497  0.48961  -1.22279  0.1486
N  0.38803  -0.27482  0.69826  -0.0681
C  -0.44769  0.37277  1.66838  -0.1352
C  0.19946  -0.18334  -0.56571  -0.3872
C  1.42326  -1.10028  -1.15881  -0.1802
H  1.67214  -1.26305  0.04225  0.1413
H  -1.49563  0.04948  1.58076  0.0808
H  -1.41546  1.11930  -0.75366  0.0954
H  -0.40768  1.46731  1.56361  0.0805
H  -0.10065  0.12030  2.67569  0.0714
H  -0.74635  0.51311  -2.22785  0.0982

---

Formula: C14H14N4O6S2
Source: the Open Molecules 2025 dataset
Level of theory: wB97M-V/def2-TZVPD

Properties
total charge	0
orbital gap	7.103	eV
F_max	15.804	eV Å⁻¹
spin multiplicity	1
highest occupied orbital energy	-8.361	eV

Each line ends with the Löwdin charge.
Geometry (Å):
S  0.73152  -2.25395  2.89657  1.0370
S  2.67352  0.07882  3.67214  0.8992
O  0.88686  1.59539  -3.46609  0.0465
O  -2.49172  -3.56923  -0.55236  0.1538
O  1.84810  -0.56111  -2.94092  -0.0453
O  -3.69156  2.54481  -2.92244  0.0721
O  4.79089  0.80780  1.76210  -0.1341
O  -5.05511  1.04133  -1.62826  -0.1136
N  0.92974  0.19110  1.58290  0.0289
N  -0.82180  -2.63281  0.67583  0.0882
N  0.81535  0.43261  -2.93259  -0.1923
N  0.01257  -0.69895  1.07976  -0.0380
C  -0.43075  0.15731  -2.31359  -0.1597
C  1.52978  -0.55691  2.61492  -0.8559
C  -2.75762  -0.41114  -1.33083  0.0300
C  -3.84353  1.55766  -2.29867  -0.3556
C  -1.85875  -2.64794  -0.18652  -0.4346
C  3.05547  1.82119  2.73112  -0.3446
C  -2.67368  0.67708  -1.98763  -0.1999
C  -0.37800  -1.09346  -1.69326  0.1079
C  -4.88220  3.37550  -3.23788  0.1029
C  5.87986  1.60293  2.57526  0.0205
C  -1.64915  -1.26976  -0.95588  0.0010
C  -1.58332  0.82836  -2.67166  0.0431
C  -0.02288  -1.89999  1.41943  -0.7957
C  3.74865  1.62977  1.58926  -0.4717
H  4.03719  2.50828  1.13766  0.1335
H  -3.64532  -0.74972  -0.88189  0.1229
H  -0.96299  -3.51635  1.35832  0.2036
H  3.50742  2.46688  3.70589  0.1374
H  6.73100  0.93848  2.36473  0.0998
H  -5.56103  2.67276  -3.78454  0.1336
H  3.05982  1.22239  1.08972  0.0452
H  -1.45963  1.82323  -3.25648  0.1759
H  5.69209  1.63368  3.65629  0.0845
H  6.15231  2.48843  2.31797  0.0132
H  0.40406  -1.63271  -1.33828  0.0865
H  -5.25094  3.68846  -2.28262  0.1106
H  -4.53345  3.97812  -3.88315  0.0238
H  2.02084  2.43130  2.79222  0.1395

---

Formula: C5H9NO
Source: the Open Molecules 2025 dataset
Level of theory: wB97M-V/def2-TZVPD

Properties
total charge	0
orbital gap	10.218	eV
structure (SMILES)	[H]/N=C\C.C=C1CO1
F_max	1.094	eV Å⁻¹
spin multiplicity	1
highest occupied orbital energy	-9.150	eV

Each line ends with the Löwdin charge.
Geometry (Å):
O  -0.47246  1.82021  -0.10916  0.0191
N  0.78280  -0.59718  1.53990  0.0776
C  1.82775  -0.75601  -0.71192  -0.0878
C  1.05140  -1.24327  0.48068  -0.3242
C  -1.54969  -0.25999  -0.96010  0.0483
C  -1.48720  1.63996  0.92788  -0.0469
C  -1.29537  0.75538  -0.15982  -0.4104
H  -2.29378  2.37295  0.83866  0.1181
H  -1.13743  1.40018  1.93424  0.1099
H  1.35156  -1.07567  -1.64558  0.0673
H  -2.21780  -1.05532  -0.64191  0.0694
H  0.68151  -2.27386  0.41870  0.1016
H  1.14453  0.35817  1.44921  0.0449
H  1.90797  0.33609  -0.71306  0.0736
H  -1.13095  -0.23643  -1.95253  0.0635
H  2.83716  -1.18523  -0.69519  0.0759

---

Formula: C49H52BrClN2O6SeTa
Source: the Open Molecules 2025 dataset
Level of theory: wB97M-V/def2-TZVPD

Properties
total charge	+1
orbital gap	7.244	eV
F_max	2.738	eV Å⁻¹
spin multiplicity	1
highest occupied orbital energy	-11.050	eV

Each line ends with the Löwdin charge.
Geometry (Å):
Ta  1.41475  0.66484  1.52385  1.6552
Br  1.38115  3.00214  3.06835  0.9096
Se  -1.02035  -0.80496  1.17565  1.2340
Cl  -2.32875  -0.93246  7.12825  0.8721
O  2.21215  0.07184  3.10095  -0.2282
O  2.21425  -1.07906  7.47395  0.1505
O  0.31995  1.59604  0.42735  -0.3597
O  3.09105  -0.01366  5.14125  0.1418
O  1.85825  -0.88726  0.65885  -0.2628
O  0.28175  -1.91876  8.14845  0.1039
N  -0.24605  0.00284  4.05445  0.0751
N  -1.38235  -0.21096  4.71875  -0.0602
C  -0.07585  -3.92556  -1.42685  -0.1515
C  -1.32345  4.95874  -1.58365  -0.0309
C  0.22765  3.67754  -3.10645  -0.0231
C  4.17455  5.83614  1.78145  -0.0548
C  -4.41415  1.88834  -3.95905  -0.0526
C  -4.90025  0.38804  2.55905  -0.0624
C  -2.60675  -0.00286  4.05245  -0.2354
C  -1.56815  0.42054  -0.22225  -0.3517
C  1.31465  -3.86646  -1.39555  0.0452
C  2.04915  -2.93116  -0.67925  -0.0701
C  -1.09635  2.48684  -1.36865  -0.0695
C  3.19365  5.14194  2.50045  -0.1032
C  -0.76485  -3.01706  -0.63965  -0.0424
C  -0.06725  -2.03846  0.03905  -0.3623
C  4.73795  5.27274  0.67415  -0.0112
C  -0.35535  -6.36526  -1.84735  -0.0322
C  3.49575  1.52404  -0.69535  -0.1323
C  3.02475  1.93704  0.52555  -0.2051
C  -3.69895  -0.84226  4.24135  -0.0270
C  -3.81095  1.22464  2.37725  -0.0723
C  -2.68075  0.18474  -0.99865  -0.0457
C  -4.84745  -0.62766  3.49985  -0.0512
C  0.92145  -1.30116  7.34235  -0.5014
C  -2.21415  2.19964  -2.15475  0.0401
C  2.14215  -0.08776  4.38695  -0.5010
C  0.80705  4.06384  -0.72935  -0.0451
C  3.56615  -3.02806  -0.58135  -0.5303
C  -2.30115  -4.85586  -2.17565  -0.0559
C  2.84535  3.88074  2.10305  -0.4850
C  4.89765  3.45094  -0.95025  -0.0116
C  4.37035  3.98124  0.24495  -0.1548
C  3.92055  -3.25266  0.89545  -0.0215
C  -4.08745  -0.54996  -3.56175  -0.0352
C  -0.38385  -4.71296  -3.74945  -0.0323
C  3.41105  3.22124  0.99005  -0.2384
C  -4.23245  0.81844  -2.87875  -0.5514
C  -0.34905  3.77674  -1.68455  -0.5270
C  0.25405  -0.74756  6.12045  -0.0288
C  4.43595  2.26324  -1.43515  -0.0475
C  0.75675  -0.31086  4.87405  -0.1252
C  4.13645  -4.17486  -1.42005  -0.0519
C  -3.01515  1.08114  -2.00935  -0.1506
C  -2.66975  1.04234  3.13695  -0.0753
C  -0.77805  -4.95856  -2.28715  -0.5544
C  1.33065  -1.92946  0.00935  -0.2893
C  -0.75115  1.55524  -0.38265  -0.2714
C  -5.47405  0.81884  -1.97485  -0.0355
C  -1.13115  -0.66486  5.97085  -0.5523
C  4.23475  -1.73076  -1.04605  -0.0404
H  -2.75805  -5.60316  -2.81895  0.0905
H  -5.41095  0.04164  -1.21755  0.0747
H  1.26005  5.02004  -0.98555  0.1028
H  0.45985  4.12294  0.30105  0.0796
H  -1.82965  1.71764  3.05285  0.1020
H  -3.65305  -1.65476  4.94455  0.0898
H  -1.71905  5.03374  -0.57265  0.0937
H  -2.46375  2.90724  -2.92395  0.0966
H  2.63725  -0.60396  6.72165  0.0802
H  -4.93955  -0.72556  -4.21345  0.0897
H  -0.91585  -5.40296  -4.39595  0.0888
H  5.00005  -3.27946  1.01315  0.0943
H  -3.18385  -0.58196  -4.16745  0.0929
H  2.71305  5.60604  3.34655  0.1086
H  4.45085  6.82714  2.09735  0.1143
H  5.30195  -1.89366  -1.17635  0.0946
H  0.70525  -6.53506  -2.00175  0.0793
H  -3.84685  2.02894  1.65965  0.1143
H  -0.57535  -6.51166  -0.79295  0.0933
H  5.46025  5.81854  0.08965  0.1209
H  -0.64325  -3.69946  -4.04645  0.0905
H  -0.90305  -7.10866  -2.41865  0.0892
H  1.85125  -4.60786  -1.96135  0.1009
H  5.21595  -4.19296  -1.29725  0.0905
H  4.78025  1.87404  -2.38105  0.1134
H  -2.15735  4.86974  -2.27285  0.0775
H  -1.83905  -3.02586  -0.54435  0.0984
H  -5.30395  1.66284  -4.54005  0.0901
H  -0.55465  3.58654  -3.85515  0.0819
H  1.56775  3.29544  -0.82315  0.0617
H  -4.04845  -1.35826  -2.83615  0.0697
H  -5.79685  0.52864  1.97835  0.1090
H  -2.63325  -5.04316  -1.15685  0.0892
H  -2.65195  -3.87776  -2.49885  0.0772
H  -0.79175  5.87834  -1.81225  0.0908
H  3.74935  -5.13766  -1.09855  0.0888
H  0.68005  -4.85366  -3.91045  0.0804
H  3.81585  -1.40746  -1.99835  0.0978
H  -3.25755  -0.70756  -0.81155  0.1112
H  0.88335  2.81194  -3.19035  0.0916
H  3.92535  -4.02216  -2.47645  0.0936
H  -5.70535  -1.26396  3.65395  0.1150
H  4.11055  -0.95896  -0.28985  0.0572
H  3.51735  -4.19576  1.25445  0.0959
H  -5.57285  1.78114  -1.47565  0.0912
H  3.53085  -2.45006  1.52265  0.0749
H  -6.36325  0.64614  -2.57475  0.0896
H  0.80785  4.57114  -3.32525  0.0912
H  5.64245  4.01954  -1.48815  0.1215
H  3.12055  0.60614  -1.12605  0.0734
H  -4.54855  2.87444  -3.51945  0.0877
H  -3.56675  1.90974  -4.64135  0.0917

---

Formula: C5H12N2O
Source: the Open Molecules 2025 dataset
Level of theory: wB97M-V/def2-TZVPD

Properties
total charge	0
orbital gap	9.525	eV
structure (SMILES)	CNC(=O)CN(C)C
F_max	1.316	eV Å⁻¹
spin multiplicity	1
highest occupied orbital energy	-8.725	eV

Each line ends with the Löwdin charge.
Geometry (Å):
O  0.22288  1.84962  -0.45198  0.0500
N  -0.95938  0.56676  -1.85614  0.0097
N  1.00470  -0.46774  1.12749  -0.2341
C  0.77843  0.57570  2.14748  -0.0886
C  -0.22244  0.74903  -0.71833  -0.4651
C  1.07583  -1.77589  1.76992  -0.1109
C  -0.05945  -0.48397  0.13819  -0.1632
C  -1.62110  -0.64137  -2.25613  -0.1089
H  -2.12070  -1.09751  -1.40823  0.0750
H  0.43313  -2.54207  1.32154  0.0779
H  -1.05130  -0.83617  0.46113  0.1289
H  -1.03676  -1.40751  -2.77568  0.0873
H  0.25854  -1.25199  -0.57263  0.1246
H  0.68998  -1.74401  2.78762  0.0737
H  -0.14605  0.38126  2.72381  0.0870
H  -0.93757  1.31491  -2.52954  0.1396
H  2.09376  -2.17368  1.76144  0.0825
H  0.57878  1.49801  1.61210  0.0614
H  -2.47852  -0.40274  -2.88777  0.0857
H  1.64876  0.61723  2.80239  0.0874

---

Formula: C11H15O3S
Source: the Open Molecules 2025 dataset
Level of theory: wB97M-V/def2-TZVPD

Properties
total charge	-1
orbital gap	6.822	eV
F_max	4.319	eV Å⁻¹
spin multiplicity	1
highest occupied orbital energy	-3.490	eV

Each line ends with the Löwdin charge.
Geometry (Å):
S  -1.97232  -1.07828  1.15271  0.9465
O  -3.22766  -1.45984  0.46369  -0.5749
O  -1.22594  2.75107  1.55742  -0.0230
O  -1.53147  1.10824  3.02742  -0.0176
C  0.33766  -0.93302  -0.54790  -0.4492
C  -1.53841  0.91900  -0.72650  -0.1221
C  -0.69346  -1.83071  0.06711  -0.2630
C  -1.42511  1.54851  1.71016  -0.6711
C  1.83064  -0.89747  1.42813  0.0468
C  -1.59032  0.58570  0.76081  -0.3928
C  1.22226  -0.21303  0.47308  -0.2784
C  -0.20583  0.36293  -1.33777  -0.2701
C  1.47260  1.20086  0.16449  -0.1278
C  0.89800  1.40304  -1.28359  -0.1317
C  1.10557  -1.71326  -1.64027  -0.0431
H  2.49096  1.57713  0.13509  0.1130
H  0.17259  -1.80664  -2.21454  0.0818
H  2.08046  -1.36399  -2.01650  0.0794
H  -2.44326  0.36965  -1.28723  0.1406
H  0.72525  2.44338  -1.48499  0.0951
H  -1.58092  1.89983  -1.05520  0.0739
H  -1.16141  -2.45089  -0.65920  0.0887
H  0.85291  1.72745  0.84653  0.0902
H  1.80298  1.10801  -2.02140  0.1369
H  -0.41969  0.09052  -2.36947  0.1150
H  2.32782  -0.35034  2.23687  0.0671
H  1.55755  -2.71584  -1.27915  0.1019
H  1.53300  -1.89920  1.66682  0.0463
H  -1.26170  1.95915  3.46605  0.1093
H  -0.13276  -2.34198  0.76732  0.0325